1.
The following is a quantum chemistry calculation of one molecule with the formula C6H11ISi at a distorted geometry, from the Open Molecules 2025 dataset.

Last column: natural (NBO) charge in e.
Positions of all 19 atoms, in Å:
C  -1.706  2.230  -0.860  -0.44
C  -0.678  1.963  -0.154  -0.16
C  -0.424  0.690  0.678  -0.26
C  -1.576  -0.222  0.965  -0.42
C  -0.402  -0.607  0.047  -0.23
C  0.695  -1.522  0.394  -0.79
Si  2.282  -1.664  -0.781  0.93
I  3.608  0.325  -0.136  -0.26
H  -1.692  3.212  -1.334  0.22
H  -2.444  1.365  -0.909  0.20
H  0.148  2.642  -0.042  0.20
H  0.470  0.901  1.355  0.22
H  -2.474  0.204  0.658  0.22
H  -1.670  -0.618  1.985  0.22
H  -0.655  -0.568  -0.956  0.21
H  1.084  -1.290  1.396  0.24
H  0.403  -2.573  0.488  0.23
H  1.887  -1.733  -2.228  -0.15
H  3.143  -2.735  -0.565  -0.18

Computed properties:
Molar mass ... 238.1 g mol⁻¹
Gap between HOMO and LUMO ... 9.91 eV
Spin multiplicity ... 1
SMILES string ... C=C[C@H]1C[C@@H]1C[SiH2]I
HOMO level ... -0.346 hartree
Relative energy (zero: lowest compared OMol25 entry of this formula, charge and spin) ... 0.000 eV

2.
The following is a quantum chemistry calculation of an isolated ion of composition C6H11N and charge -1 at a distorted geometry, from the Open Molecules 2025 dataset.

Last column: natural (NBO) charge in e.
Positions of all 18 atoms, in Å:
C  -1.843  1.109  -1.294  -0.25
C  -1.193  1.252  0.163  -0.43
C  0.067  0.551  0.342  -0.35
C  0.509  -0.541  1.086  -0.29
C  1.824  -1.119  1.022  -0.30
C  2.052  -2.345  1.572  -0.67
N  -0.815  0.803  -2.293  -0.84
H  -2.358  2.042  -1.499  0.15
H  -2.638  0.328  -1.247  0.16
H  -1.971  0.811  0.816  0.17
H  -1.233  2.326  0.432  0.16
H  0.901  1.080  -0.156  0.15
H  -0.293  -1.011  1.649  0.16
H  2.693  -0.491  0.761  0.16
H  1.233  -3.058  1.497  0.17
H  3.098  -2.617  1.734  0.16
H  -0.991  -0.061  -2.783  0.35
H  -0.759  1.549  -2.980  0.34

Computed properties:
Molar mass ... 97.2 g mol⁻¹
Charge ... -1
Gap between HOMO and LUMO (alpha / beta) ... 3.50 / 6.36 eV
Spin multiplicity ... 2
HOMO level (alpha / beta) ... 0.023 / -0.091 hartree
Relative energy (zero: lowest compared OMol25 entry of this formula, charge and spin) ... 1.052 eV
⟨S²⟩ ... 0.7688